# 1
28
Properties=species:S:1:pos:R:3:forces:R:3 method="wB97M-V/def2-TZVPD" mol_weight_g_mol=161.229 orbital_gap_ev="9.15 / 3.73" spin_multiplicity=2 s_squared=0.765 charge=+2 homo_ev="-17.5647 / -17.4894" lumo_ev="-8.417 / -13.757"
C 2.273486 1.695448 -0.281449 3.15 -0.46 0.87
C 1.026373 2.504118 -0.579155 -2.24 -0.27 -0.63
C 1.415550 0.219555 1.389663 -0.67 -2.99 5.93
N 1.725125 0.354899 0.115270 2.30 4.27 1.09
N 2.131633 0.917198 2.327893 -1.23 -1.16 2.58
N 0.521316 -0.734442 1.837636 5.51 2.94 -7.28
H 3.081167 1.544862 -1.102467 -1.77 0.34 1.10
H 2.785821 2.252600 0.651408 -1.08 -1.76 -2.00
H 1.312065 3.562064 -0.492128 -0.46 -0.27 0.32
H 0.138167 2.136606 0.097224 1.64 1.35 -1.10
H 1.364419 -0.253527 -0.524325 -1.25 -2.43 -2.63
H 2.093145 0.673137 3.403646 -1.38 0.46 -2.59
H 3.107703 0.844903 2.281565 2.09 0.59 -1.38
H -0.130448 -1.030995 1.138429 -1.75 -1.53 -1.70
H 0.131676 -0.600649 2.633675 -2.62 0.67 7.41
H 0.709221 2.316268 -1.624176 0.07 0.06 0.53
C -2.413863 -1.394787 -1.784908 -0.30 1.05 0.69
C -1.227787 -1.507946 -2.696386 0.10 0.90 -0.62
C -1.921924 -0.946879 -0.399588 -0.90 -0.61 -0.21
O -1.039024 -1.702384 0.102405 -1.09 2.09 -0.08
N -2.460493 0.191061 0.160421 0.77 -0.61 -0.16
H -3.206250 -0.815950 -2.270566 0.29 0.69 0.50
H -2.922374 -2.331382 -1.731636 0.03 -1.03 0.86
H -0.251117 -1.651756 -2.218385 -0.46 -0.30 -0.33
H -1.243450 -0.683754 -3.384383 0.63 1.20 0.14
H -2.367875 0.587287 1.086352 0.60 -0.87 0.26
H -3.133193 0.761959 -0.312468 -0.34 -0.38 -0.91
H -1.490557 -2.210678 -3.428595 0.36 -1.94 -0.66

---

# 2
48
Properties=species:S:1:pos:R:3:forces:R:3 method="wB97M-V/def2-TZVPD" mol_weight_g_mol=306.406 orbital_gap_ev=8.66 spin_multiplicity=1 smiles="COc1ccc(CCNC(=O)NC2CCCCC2)cc1OC" homo_ev=-7.8850 lumo_ev=0.777
C -0.267300 -3.690098 1.478752 0.15 -0.46 -0.09
O -0.555906 -2.464183 2.110677 -0.10 0.38 -0.03
C -1.269387 -1.488652 1.474435 -0.04 0.10 0.13
C -1.516646 -0.367248 2.259183 0.09 -0.22 -0.13
C -2.202994 0.728091 1.771483 -0.06 -0.03 -0.08
C -2.704932 0.712109 0.481182 -0.13 0.01 0.11
C -2.481847 -0.411461 -0.302239 -0.03 -0.08 0.12
C -1.747389 -1.498287 0.150063 0.03 -0.14 -0.05
O -1.453826 -2.567649 -0.657193 0.01 0.14 0.53
C -1.626355 -2.409826 -2.050059 0.01 0.05 -0.31
H -2.684182 -2.453628 -2.328731 0.03 0.01 0.01
H -1.105297 -3.252744 -2.502524 -0.07 0.04 -0.02
H -1.189174 -1.471191 -2.403010 -0.03 -0.05 0.03
H -2.869323 -0.421075 -1.306934 0.03 -0.03 -0.17
C -3.394802 1.909845 -0.112201 0.17 -0.03 -0.19
H -4.392071 1.644662 -0.468845 -0.08 0.08 0.04
H -3.502523 2.682549 0.652406 -0.07 -0.01 0.02
C -2.578794 2.465506 -1.294852 -0.17 0.02 0.00
N -1.169870 2.546757 -0.986522 -0.14 0.28 0.08
C -0.310776 1.568797 -1.426681 0.15 0.46 0.16
O -0.572816 0.829253 -2.357277 -0.10 -0.34 -0.35
N 0.892141 1.566569 -0.792613 0.32 0.04 0.28
H 1.001678 2.084109 0.062813 -0.13 0.04 -0.04
C 1.930063 0.611121 -1.119619 0.11 -0.32 -0.35
C 3.311236 1.252266 -0.968302 -0.18 0.14 0.06
C 3.667832 1.506877 0.495575 0.22 -0.24 -0.13
C 3.564628 0.222067 1.312570 -0.21 0.22 0.15
C 2.165847 -0.375935 1.197666 0.25 -0.21 -0.14
C 1.830482 -0.657524 -0.262967 -0.15 0.19 0.04
H 2.525837 -1.399789 -0.660684 0.04 -0.09 -0.03
H 0.820626 -1.058074 -0.346737 -0.03 -0.08 -0.09
H 2.105181 -1.301088 1.773200 -0.10 0.03 0.06
H 1.429107 0.313111 1.617532 -0.08 0.01 0.08
H 3.799618 0.428004 2.359013 0.08 -0.05 0.01
H 4.295972 -0.499701 0.941361 0.08 -0.05 0.01
H 4.683279 1.904844 0.555146 -0.05 0.11 0.04
H 2.999920 2.261044 0.919264 0.00 0.11 0.07
H 4.050938 0.577450 -1.402837 0.05 -0.03 -0.03
H 3.339184 2.188746 -1.528872 0.03 -0.04 -0.09
H 1.756281 0.344020 -2.168146 0.08 0.05 0.18
H -0.942854 3.010054 -0.119776 0.09 -0.08 -0.06
H -2.947301 3.458631 -1.571196 -0.02 -0.14 -0.07
H -2.656346 1.807297 -2.161900 -0.06 0.13 0.06
H -2.352689 1.589993 2.405997 -0.04 0.10 0.06
H -1.131520 -0.376257 3.266854 0.06 -0.03 0.12
H 0.407889 -3.559949 0.630097 -0.06 -0.03 0.06
H 0.223454 -4.293479 2.243074 -0.03 0.02 -0.06
H -1.174271 -4.195934 1.142373 0.08 0.02 0.02

---

# 3
113
Properties=species:S:1:pos:R:3:forces:R:3 method="wB97M-V/def2-TZVPD" mol_weight_g_mol=879.177 orbital_gap_ev=6.93 spin_multiplicity=1 smiles="CCCNc1nc2cc(S)ccc2nc1CCCNCc1ccccc1O.CCOS(C)(=O)=O.CCOS(C)(=O)=O.CCOS(C)(=O)=O.CCOS(C)(=O)=O" homo_ev=-8.0161 lumo_ev=-1.086
C 0.716068 8.885398 1.369498 -0.20 -0.15 0.97
C 1.766995 7.631344 1.697961 -1.46 -0.44 -0.46
C 1.052883 6.775604 2.937526 0.37 1.67 -1.02
N 1.951376 5.638522 3.448410 -2.53 -0.12 1.82
C 1.062512 4.692053 4.282621 -1.02 0.20 1.28
N -0.175608 5.300477 4.879475 2.87 -7.17 -0.02
C -0.917313 4.211438 5.602565 -1.80 -0.47 0.92
C -2.368063 4.652338 6.306660 -0.12 -3.54 0.87
C -3.349561 3.576478 7.104256 3.77 -0.13 -2.79
S -4.982360 4.222530 7.799847 0.81 -0.71 -1.34
C -2.894030 2.006575 7.228256 3.40 1.73 -2.40
C -1.465035 1.574979 6.548540 -2.11 2.81 0.35
C -0.492203 2.647793 5.743884 -0.35 0.39 0.21
N 0.785562 2.113730 5.162154 -0.93 6.23 -1.28
C 1.573044 3.152922 4.415640 -2.46 -0.21 1.46
C 2.982573 2.638891 3.690912 -0.97 -1.40 1.25
C 2.750772 1.002781 3.435536 0.13 -0.51 -0.32
C 3.763952 0.369033 2.313304 -0.28 -1.00 0.29
N 3.850624 1.140918 1.015437 -0.59 -0.21 0.72
C 2.528154 1.221748 0.286416 -0.63 0.04 0.18
C 2.541940 0.658875 -1.252208 -0.91 -1.29 -3.90
C 1.062060 0.287252 -1.934487 2.98 -0.84 -2.93
C 0.936299 -0.290121 -3.498745 3.61 0.88 1.22
C 2.274616 -0.472977 -4.439996 0.51 1.59 4.62
C 3.740142 -0.101859 -3.772471 -3.64 0.08 1.85
C 3.855544 0.434063 -2.205938 -2.43 -0.89 -1.03
O 5.209051 0.714587 -1.703158 -2.13 -1.89 -0.19
H -0.317672 8.635678 1.909279 2.17 0.56 -1.23
H 1.105023 9.897108 1.863728 -0.85 -2.14 -1.33
H 0.480082 8.994038 0.225512 0.71 -0.09 2.31
H 1.741608 6.943350 0.724982 0.49 1.41 2.23
H 2.848997 8.001850 1.960736 -2.15 -0.79 -0.56
H 0.847469 7.580004 3.789149 0.06 -1.89 -1.72
H 0.034201 6.364890 2.470181 2.31 0.81 1.41
H 2.676627 6.090733 4.083023 -1.19 -1.01 -0.95
H -2.720293 5.774043 6.239822 0.83 -2.56 0.12
H -5.941060 4.114099 6.747183 1.63 -0.18 0.92
H -3.557394 1.173632 7.763693 1.56 2.20 -1.36
H -1.111753 0.442672 6.590397 -0.80 2.79 -0.10
H 3.882149 2.696860 4.471972 -2.00 0.25 -1.73
H 3.242209 3.223460 2.711093 -0.78 -1.00 2.05
H 1.644557 0.767685 3.057528 2.38 0.80 0.99
H 2.912700 0.381474 4.437500 -0.48 1.56 -2.09
H 4.841357 0.128371 2.766230 -2.24 0.90 -1.08
H 3.315957 -0.700618 2.030434 0.97 2.25 0.62
H 4.301013 2.079504 1.141299 -0.82 -1.37 -0.21
H 1.726676 0.562242 0.876182 1.71 1.41 -1.40
H 2.143418 2.342345 0.356418 0.60 -2.28 -0.60
H 0.037717 0.392457 -1.362412 2.46 -0.17 -1.05
H -0.108658 -0.590826 -3.982045 2.49 0.79 1.38
H 2.191630 -0.878142 -5.539360 0.18 0.90 2.55
H 4.704803 -0.261858 -4.424242 -2.04 0.48 1.66
H 5.526032 -0.039154 -1.097566 -1.17 1.63 -1.25
O -7.223127 1.418399 5.694285 0.54 -0.97 0.22
S -7.014375 0.061506 6.151269 -0.17 -0.36 -0.17
O -5.742824 -0.384500 6.680517 -0.85 0.66 -0.52
O -7.484419 -0.970868 4.980561 -0.22 0.59 1.33
C -6.936364 -0.821245 3.679126 0.64 0.02 -1.04
C -5.531070 -1.387594 3.601373 0.34 0.07 0.19
C -8.283051 -0.342438 7.324791 -0.11 -0.15 -0.10
H -6.958794 0.227492 3.364522 -0.05 -0.05 0.19
H -7.583887 -1.377747 2.993763 -0.14 0.08 0.37
H -4.834254 -0.792554 4.199550 -0.09 -0.06 -0.10
H -5.172128 -1.391083 2.568272 -0.12 -0.01 0.08
H -5.501720 -2.409402 3.992693 -0.07 0.11 -0.13
H -9.252384 -0.063674 6.907867 0.19 -0.03 0.00
H -8.091119 0.223622 8.238310 0.13 0.00 -0.20
H -8.243058 -1.413209 7.535058 0.05 0.17 -0.08
O -1.932703 6.290485 -0.420136 0.88 -0.49 -0.50
S -1.000808 5.246959 -0.789185 -0.08 -0.45 -0.27
O 0.373314 5.533359 -1.143626 -1.17 0.15 0.30
O -1.664771 4.334326 -1.965427 0.43 0.15 1.39
C -2.143696 4.976195 -3.138081 -0.19 0.54 -1.06
C -1.006651 5.339292 -4.074530 0.33 0.19 0.02
C -1.005684 4.007872 0.481445 -0.10 -0.16 -0.12
H -2.743838 5.856238 -2.883754 0.10 -0.10 0.15
H -2.808341 4.266875 -3.641883 0.10 -0.08 0.38
H -0.375989 6.121738 -3.641537 -0.10 -0.09 -0.07
H -1.394078 5.706920 -5.028940 -0.03 -0.08 0.11
H -0.364396 4.472632 -4.260260 -0.17 0.07 0.00
H -2.038721 3.742478 0.712836 0.14 0.08 -0.07
H -0.519624 4.427271 1.364411 -0.01 0.08 -0.16
H -0.449553 3.136817 0.128821 -0.05 0.16 -0.02
O -0.002769 -4.664034 -4.074030 0.25 0.49 -1.00
S 0.861264 -4.344952 -5.189917 0.50 -0.32 -0.11
O 0.880317 -3.030465 -5.796239 -0.47 -0.91 0.53
O 0.647695 -5.458045 -6.361543 0.69 0.52 0.91
C -0.667502 -5.703181 -6.837617 -0.97 -0.02 -0.48
C -1.120065 -4.619277 -7.797817 -0.06 0.38 0.01
C 2.525491 -4.789817 -4.762950 -0.05 -0.15 -0.08
H -1.369862 -5.812951 -6.004568 0.19 0.06 0.04
H -0.642366 -6.661220 -7.366987 0.30 0.09 0.23
H -1.251946 -3.664974 -7.278821 0.00 -0.14 -0.07
H -2.073945 -4.886743 -8.261198 0.11 -0.05 0.05
H -0.374363 -4.459616 -8.583006 -0.11 -0.12 0.09
H 2.528241 -5.804009 -4.359777 -0.04 0.16 -0.15
H 2.880611 -4.085455 -4.008269 -0.22 0.07 -0.11
H 3.149895 -4.724306 -5.656364 -0.16 0.00 0.11
O 3.217047 -7.961940 -4.402887 0.53 -0.91 0.16
S 3.425798 -9.318833 -3.945903 -0.08 -0.67 -0.04
O 4.697349 -9.764839 -3.416655 -0.96 0.74 -0.60
O 2.955755 -10.351207 -5.116611 -0.23 0.65 1.31
C 3.503810 -10.201584 -6.418045 0.64 0.01 -1.04
C 4.909103 -10.767933 -6.495798 0.33 0.07 0.19
C 2.157123 -9.722777 -2.772381 -0.12 -0.12 -0.12
H 3.481379 -9.152847 -6.732650 -0.05 -0.05 0.19
H 2.856287 -10.758087 -7.103408 -0.14 0.08 0.37
H 5.605918 -10.172892 -5.897622 -0.09 -0.07 -0.10
H 5.268045 -10.771422 -7.528899 -0.12 -0.01 0.08
H 4.938452 -11.789741 -6.104479 -0.07 0.12 -0.13
H 1.187790 -9.444013 -3.189304 0.18 -0.02 0.01
H 2.349054 -9.156718 -1.858862 0.12 0.00 -0.20
H 2.197116 -10.793548 -2.562114 0.06 0.17 -0.08

---

# 4
50
Properties=species:S:1:pos:R:3:forces:R:3 method="wB97M-V/def2-TZVPD" mol_weight_g_mol=330.446 orbital_gap_ev=7.98 spin_multiplicity=1 charge=+1 homo_ev=-11.8056 lumo_ev=-3.830
C 5.012465 1.632172 -0.188798 -0.51 0.02 0.04
C 4.079607 1.154882 0.906792 0.20 0.14 -0.40
O 4.199599 -0.244595 0.996069 0.10 0.03 0.22
C 3.481792 -0.800831 2.065205 -0.14 -0.75 -0.44
C 2.691434 -2.020258 1.592162 -0.50 1.11 -0.25
O 2.143869 -1.710950 0.317675 0.34 -0.33 -0.23
C 1.430596 -2.788416 -0.240644 -0.08 0.47 0.21
C -0.093286 -2.570020 -0.073921 0.28 -0.25 0.06
O -0.344429 -1.558812 0.890652 -0.36 0.02 0.42
C -0.887604 -0.416442 0.329895 0.36 -0.45 -0.56
N -0.687710 0.675504 1.289986 -1.84 -0.37 0.40
C -1.006161 1.880743 0.749096 -0.19 0.42 0.05
N -0.383181 2.974616 1.218009 1.37 -0.52 0.06
N -1.870469 1.983379 -0.258276 0.67 0.45 -0.74
C -1.258978 0.388741 2.627379 0.30 -0.75 0.66
C -2.622229 -0.259940 2.620641 0.04 0.31 0.22
F -1.331169 1.575057 3.302951 0.11 0.59 0.01
H 4.480504 1.667180 -1.128434 -0.05 -0.07 -0.37
H 5.810743 0.918087 -0.287054 0.53 -0.07 0.01
H 5.383918 2.628068 0.007649 0.25 0.18 0.10
H 3.057154 1.421219 0.626698 -0.35 0.00 0.18
H 4.309043 1.634248 1.857182 0.09 -0.01 0.27
H 2.780617 -0.095527 2.497672 -0.10 0.39 0.07
H 4.168529 -1.145333 2.832372 0.15 0.12 0.38
H 3.305910 -2.910863 1.550626 0.13 -0.29 -0.08
H 1.849348 -2.132179 2.275317 0.07 -0.50 0.39
H 1.688279 -2.836608 -1.291524 -0.02 -0.04 -0.29
H 1.732807 -3.724938 0.211281 0.06 -0.28 0.16
H -0.533549 -2.326574 -1.034855 -0.18 0.30 -0.18
H -0.592280 -3.465342 0.268963 -0.05 -0.34 0.12
H -0.344972 -0.149758 -0.571983 0.13 0.23 -0.21
H -1.923835 -0.569996 0.028905 -0.33 0.03 0.25
H 0.202618 3.386741 0.487794 -0.57 0.81 0.14
H 0.220852 2.673745 1.981144 0.21 0.35 -0.11
H -1.574593 2.323576 -1.170228 -0.43 0.37 0.06
H -2.842833 1.744769 -0.164400 0.24 -0.91 -0.12
H -0.570167 -0.241012 3.171043 0.33 -0.15 0.01
H -3.276100 0.080756 1.829020 -0.10 0.00 -0.27
H -3.086168 0.013019 3.556289 -0.15 0.14 0.34
H -2.530533 -1.331417 2.641820 0.01 -0.43 -0.39
C -2.820195 -0.919246 -4.131721 0.03 -0.08 0.10
S -2.612936 0.858741 -4.044315 0.07 0.07 -0.18
O -1.890192 1.143110 -2.756519 -0.20 -0.12 -0.09
C -4.341151 1.253888 -3.770421 -0.04 0.03 0.12
H -1.837236 -1.367267 -4.261315 0.02 0.06 -0.03
H -3.274736 -1.284593 -3.210426 -0.02 0.05 0.01
H -3.446715 -1.163396 -4.988401 0.01 0.02 -0.03
H -4.699587 0.746039 -2.874385 0.04 -0.04 -0.01
H -4.920910 0.944624 -4.638832 0.02 0.01 -0.03
H -4.425780 2.331412 -3.643837 0.05 0.01 -0.04